ORCA calculation (ωB97M-V with the def2-TZVPD basis set) on a structure of composition C55H35Cl3F15GeIrN2O7P2S in a non-equilibrium geometry.

```
122
Properties=species:S:1:pos:R:3:forces:R:3
Ir 0.24946 -0.22116 0.56212 -2.4074 0.7085 -0.1383
N -0.94238 0.46678 -2.63258 0.9727 -1.4124 0.1582
P -1.47677 2.06669 -2.20805 0.5397 1.3280 1.3114
C -3.27721 2.24166 -2.41012 -0.2870 -0.7062 -0.2989
C -4.08844 1.40380 -3.17583 -0.2868 0.3481 0.1124
C -5.46330 1.61245 -3.22392 0.0775 -0.1590 -0.0420
C -6.03814 2.65087 -2.50229 -0.0218 0.0444 -0.0023
C -5.23465 3.49885 -1.75019 0.0953 -0.0443 -0.0532
C -3.85966 3.29686 -1.70438 -0.0235 -0.1404 0.0446
C -0.93664 2.97845 -3.69628 -0.1077 -0.5265 -0.5124
C -0.56975 2.37779 -4.90459 -0.0478 0.3109 -0.0488
C -0.27688 3.16122 -6.01826 0.0903 -0.0876 0.0445
C -0.34637 4.54485 -5.93339 -0.0279 -0.0057 0.0239
C -0.70989 5.14777 -4.73317 0.0199 0.0091 -0.0254
C -0.99794 4.37009 -3.62118 0.1079 0.0117 0.0342
P -0.51788 -0.88938 -1.64955 -1.4780 2.3268 -1.3817
C 0.81156 -1.61076 -2.61953 0.3583 -0.1798 0.2131
C 1.70172 -2.46619 -1.97559 0.0984 -0.0724 -0.1356
C 2.67879 -3.12225 -2.71133 -0.0235 0.0896 -0.0988
C 2.77155 -2.92067 -4.08580 -0.0190 -0.0763 0.0884
C 1.88296 -2.06769 -4.72682 0.0342 0.0092 -0.0397
C 0.89718 -1.41873 -3.99739 -0.0139 0.0340 -0.1493
C -1.83861 -2.09730 -1.93010 0.5780 -0.9318 0.6730
C -1.71605 -3.35217 -1.31480 0.0329 0.0987 -0.0888
C -2.58049 -4.37946 -1.66012 -0.0756 -0.0081 -0.0016
C -3.57458 -4.16084 -2.60692 -0.0810 0.0249 0.0099
C -3.71130 -2.90928 -3.19795 0.0622 0.0524 0.0705
C -2.83911 -1.87485 -2.86711 0.0395 -0.2803 -0.0752
H -0.16579 0.59536 -3.27946 -0.1581 0.0452 0.0977
H -3.65627 0.59937 -3.75068 0.0008 0.1675 -0.1062
H -6.08534 0.96210 -3.83409 0.0622 0.0931 0.0924
H -7.11148 2.80559 -2.53466 0.0996 -0.0123 0.0081
H -5.67782 4.31122 -1.18743 0.0125 -0.0092 -0.0433
H -3.23363 3.95878 -1.11071 -0.0588 -0.1275 0.0071
H -0.53696 1.29586 -5.01341 -0.0779 0.1569 -0.0224
H -0.00111 2.68443 -6.95530 -0.0343 0.0809 0.1264
H -0.12017 5.15267 -6.80178 -0.0218 -0.0312 0.0611
H -0.76596 6.23014 -4.66298 0.0185 -0.1402 -0.0102
H -1.26309 4.84990 -2.68128 0.0200 -0.0816 -0.1204
H 1.63194 -2.61985 -0.90410 0.0355 -0.0305 -0.0558
H 3.37022 -3.78630 -2.21446 0.0459 -0.0577 0.0558
H 3.52573 -3.44702 -4.66061 -0.0358 0.0713 0.0620
H 1.94902 -1.91460 -5.79987 -0.0229 -0.0257 0.1401
H 0.18757 -0.78071 -4.51680 0.1093 -0.2109 0.0059
H -0.94439 -3.51844 -0.56650 -0.2377 -0.0985 -0.3694
H -2.46934 -5.35681 -1.19961 -0.0290 0.1429 -0.0300
H -4.24255 -4.96927 -2.88752 0.0648 0.0973 0.0234
H -4.48967 -2.73728 -3.93529 0.0999 -0.0118 0.0671
H -2.91898 -0.91974 -3.34897 0.0643 0.0033 -0.0124
C -6.30828 -1.93497 -0.48782 0.0087 0.0043 0.1900
O -6.19944 -1.31133 0.79565 -0.0232 -0.1175 -0.2486
C -5.06398 -0.64665 1.04944 -0.2199 0.0968 0.1121
C -5.01473 0.05845 2.26288 -0.2520 -0.1412 -0.0063
C -3.90252 0.79311 2.55923 0.2132 0.2127 0.1352
C -2.79782 0.84719 1.68476 -0.0637 0.0069 0.2714
C -1.63166 1.64242 1.98690 0.6563 0.3207 -0.6237
C -1.50346 2.34029 3.30991 -0.0883 0.1164 -0.0508
O -0.68309 1.77246 1.16480 -0.0492 -0.0491 0.7903
C -2.84804 0.08225 0.51306 0.0210 -0.2242 0.0139
O -1.81472 0.06605 -0.35060 0.8510 -0.3870 0.7034
C -3.98212 -0.64642 0.18651 0.2089 -0.1107 -0.4256
H -7.31259 -2.33318 -0.54464 -0.1198 -0.0291 0.0371
H -5.58723 -2.74824 -0.58981 0.0275 -0.0072 0.0110
H -6.15432 -1.20679 -1.28507 -0.0017 0.0505 -0.0206
H -5.86713 0.00680 2.93225 0.1094 0.0447 -0.1059
H -3.88093 1.35577 3.49061 0.0350 -0.1238 -0.2124
H -2.30021 3.07727 3.45422 0.0932 -0.1097 0.0133
H -0.53459 2.83189 3.35936 -0.0572 0.0015 -0.0343
H -1.57443 1.59407 4.11025 -0.0212 0.1034 -0.1061
H -3.97826 -1.20110 -0.74686 -0.0570 0.1243 0.3006
N 4.84667 0.82003 -1.55935 -0.3140 -0.0248 0.0575
C 3.96959 1.99058 -1.51626 0.1578 -0.2830 0.1419
C 2.52986 1.58186 -1.26344 0.0895 0.1570 -0.0690
O 1.59266 2.31001 -1.38288 -0.2312 -0.0559 -0.0075
O 2.38902 0.30137 -0.85536 -0.0412 0.1471 -0.1958
H 4.91368 0.43895 -2.49391 0.0425 0.0178 -0.0568
H 3.31261 -0.05425 -0.81096 -0.0572 -0.2426 0.0389
H 5.78128 1.02351 -1.23737 0.0405 0.0011 0.0897
H 3.99358 2.61686 -2.40150 -0.0425 0.1219 -0.1662
H 4.24219 2.61774 -0.66744 0.0500 0.0656 0.0581
F 3.12225 2.86286 4.01867 -0.0031 -0.1760 0.0438
C 4.25360 2.81692 3.30627 -0.0605 -0.2861 -0.0399
C 4.69016 1.61469 2.76340 0.0006 0.2098 -0.0671
C 5.82409 1.67133 1.96560 -0.2480 -0.1926 0.1190
F 6.28585 0.58654 1.32435 -0.0493 -0.1822 0.0722
C 6.51257 2.84262 1.75374 0.1806 0.0283 -0.1397
F 7.58446 2.86754 0.96715 0.0996 -0.0214 -0.0626
C 6.06330 4.00495 2.33839 0.1497 0.2463 -0.0572
F 6.70825 5.13564 2.12736 0.1392 0.2256 -0.0305
C 4.92653 3.99877 3.11606 -0.1209 0.2854 0.1230
F 4.48297 5.13234 3.64188 -0.0264 0.0514 0.0564
Ge 3.58897 0.03026 2.99951 0.2011 -0.2882 0.4706
S 1.72941 0.74321 2.05515 0.1530 -0.4189 -0.6002
C 3.17321 -0.33535 4.86855 -0.2625 -0.0211 0.0224
C 3.64504 0.32136 5.99162 0.1697 0.0476 -0.2593
F 4.55143 1.30084 5.89719 -0.0886 -0.0003 -0.1758
C 3.23626 -0.02916 7.25810 0.1228 0.2076 0.3192
F 3.69389 0.61836 8.32474 0.0172 -0.0076 -0.0192
C 2.34815 -1.06796 7.42308 -0.0948 -0.0658 0.3503
F 1.95475 -1.40846 8.63805 -0.0527 -0.0529 0.1767
C 1.87469 -1.76317 6.33352 -0.1890 -0.2383 -0.0145
F 1.03439 -2.77906 6.50822 0.0044 -0.0432 0.0284
C 2.29274 -1.38690 5.08074 0.0912 0.1517 -0.1709
F 1.82805 -2.09227 4.03089 0.0649 0.0922 -0.1263
C 4.65776 -1.53829 2.57030 0.0570 -0.0101 -0.0746
C 4.48617 -2.39867 1.51109 -0.2784 0.0387 -0.0759
F 3.48271 -2.20750 0.63554 -0.0583 0.1868 -0.0728
C 5.29958 -3.48773 1.30400 -0.0745 -0.1937 -0.3247
F 5.11999 -4.29215 0.25837 -0.1072 -0.0205 -0.0793
C 6.31624 -3.75040 2.19128 0.1724 -0.3189 -0.1455
F 7.09753 -4.79730 2.00440 0.1266 -0.1720 -0.0311
C 6.52126 -2.92213 3.26748 0.1947 -0.0173 0.2596
F 7.50227 -3.17831 4.11815 0.1380 0.0103 0.1161
C 5.70486 -1.83090 3.43609 -0.1785 0.2649 -0.0718
F 5.97722 -1.02494 4.46643 -0.0679 0.1751 0.0634
Cl -0.62170 -4.82841 2.62908 0.0640 0.0356 -0.0629
C -1.37739 -3.25765 2.84766 -0.0716 0.2270 -0.0820
Cl -3.05708 -3.30549 2.24217 0.1590 0.0177 0.0125
Cl -1.37212 -2.81605 4.55061 -0.0241 0.0430 -0.1292
C -0.67098 -2.17216 1.99168 -0.1351 -0.2335 0.4658
O -0.08066 -2.50089 0.94065 0.7051 0.3821 0.2944
O -0.76302 -0.96603 2.34737 0.0524 -0.4399 -0.3843
```
Forces are in eV/Å.

Results
- HOMO level (spin up / spin down) (eV) = -10.052 / -10.070
- LUMO (spin up / spin down) (eV) = -5.022 / -4.735
- spin multiplicity = 2
- energy above the lowest of the compared OMol25 structures with the same formula, charge and spin (eV) = 3.5810
- total energy (eV) = -242003.6789
- strongest force on any atom (Eh/bohr) = 0.0600
- charge = +1

Here are the Löwdin charges for atoms 1 to 8, given in e:
1. Ir 1.169
2. N -0.298
3. P 1.037
4. C -0.362
5. C -0.089
6. C -0.081
7. C -0.080
8. C -0.073